Record 1
C2H2Br2N2O2 | ωB97M-V/def2-TZVPD

Structure (ORCA input):
```
! RIJCOSX wB97M-V def2-TZVPD def2/J DEFGRID3
* xyz 0 1
C 0.804 -0.280 -0.636
C -0.372 -0.923 0.019
N 1.524 0.717 -0.014
N -1.818 0.195 0.152
O 1.013 -0.602 -1.791
O -0.638 -2.032 0.207
Br -1.308 1.796 0.991
Br -3.083 -0.829 0.846
H 1.661 0.949 0.894
H 2.217 1.009 -0.667
*
```

Computed properties:
LUMO energy: -0.56 eV
HOMO: -9.0341 eV
orbital gap: 0.311 Eh
ΔE to the lowest compared entry with this formula, charge and spin: 0.0 kcal per mole

Record 2
C41H41IrN2P2 | ωB97M-V/def2-TZVPD

Structure (ORCA input):
```
! RIJCOSX wB97M-V def2-TZVPD def2/J DEFGRID3
* xyz 2 1
Ir 0.980 -1.140 -0.054
C 4.133 -0.618 -0.351
N 3.096 -1.672 -0.310
C 3.174 -2.433 -1.579
C 3.377 -2.581 0.848
C 2.615 -2.118 2.055
C 3.025 -2.453 3.341
C 2.258 -2.088 4.435
C 1.067 -1.393 4.251
C 0.654 -1.049 2.975
C 1.425 -1.402 1.875
H 5.110 -1.086 -0.496
H 4.142 -0.078 0.592
H 3.938 0.068 -1.168
H 4.173 -2.855 -1.719
H 2.959 -1.762 -2.411
H 2.455 -3.255 -1.569
H 4.453 -2.623 1.032
H 3.057 -3.588 0.570
H 3.946 -3.007 3.484
H 2.585 -2.349 5.433
H 0.463 -1.115 5.104
H -0.268 -0.495 2.847
C -0.756 1.790 -0.699
N -2.010 1.505 -0.059
C -2.260 0.212 0.536
P -1.314 -1.186 -0.187
C -2.070 -2.680 0.463
C -3.316 -3.064 -0.042
C -3.937 -4.198 0.449
C -3.318 -4.954 1.440
C -2.081 -4.576 1.939
C -1.451 -3.439 1.452
C -1.549 -1.139 -1.974
C -2.499 -0.332 -2.600
C -2.558 -0.286 -3.984
C -1.673 -1.037 -4.749
C -0.734 -1.853 -4.134
C -0.676 -1.908 -2.749
C -3.121 2.318 -0.400
C -3.092 3.142 -1.523
C -4.186 3.941 -1.827
C -5.321 3.918 -1.034
C -5.351 3.096 0.084
C -4.258 2.308 0.408
P 0.781 1.095 0.017
C 1.955 1.754 -1.181
C 2.856 2.768 -0.874
C 3.754 3.201 -1.841
C 3.750 2.630 -3.105
C 2.835 1.631 -3.421
C 1.937 1.193 -2.462
C 1.021 1.871 1.615
C -0.011 2.619 2.181
C 0.176 3.226 3.416
C 1.386 3.098 4.079
C 2.420 2.360 3.513
C 2.237 1.742 2.291
H -0.560 2.868 -0.671
H -0.717 1.503 -1.761
H -3.318 -0.038 0.439
H -2.034 0.173 1.612
H -3.795 -2.488 -0.826
H -4.900 -4.497 0.058
H -3.805 -5.841 1.822
H -1.602 -5.166 2.709
H -0.492 -3.143 1.859
H -3.185 0.272 -2.018
H -3.299 0.337 -4.468
H -1.727 -0.999 -5.829
H -0.067 -2.461 -4.731
H 0.017 -2.601 -2.273
H -2.227 3.168 -2.173
H -4.148 4.581 -2.699
H -6.171 4.539 -1.278
H -6.225 3.079 0.721
H -4.286 1.706 1.308
H 2.862 3.221 0.109
H 4.455 3.990 -1.605
H 4.453 2.971 -3.853
H 2.820 1.202 -4.414
H 1.220 0.416 -2.718
H -0.960 2.732 1.672
H -0.625 3.807 3.852
H 1.529 3.577 5.038
H 3.366 2.264 4.029
H 3.039 1.152 1.870
*
```

Computed properties:
LUMO energy: -6.73 eV
HOMO: -12.8595 eV
orbital gap: 0.225 Eh

Record 3
C34H35BrN5ORuTe | ωB97M-V/def2-TZVPD

Structure (ORCA input):
```
! RIJCOSX wB97M-V def2-TZVPD def2/J DEFGRID3
* xyz 2 2
Ru 0.226 0.107 -0.038
Br 4.754 0.395 5.803
C 3.370 0.279 4.542
C 2.049 0.105 4.970
C 1.026 0.015 4.056
C 1.277 0.093 2.678
O 0.214 -0.008 1.886
C 2.610 0.274 2.245
C 3.025 0.393 0.870
N 2.246 0.318 -0.148
C 2.723 0.477 -1.497
C 4.027 0.645 -1.868
C 4.377 0.794 -3.229
C 3.422 0.767 -4.201
C 2.063 0.582 -3.850
C 1.025 0.521 -4.810
C -0.263 0.312 -4.413
C -0.528 0.166 -3.041
N 0.409 0.232 -2.119
C 1.718 0.438 -2.497
C 3.642 0.365 3.200
H 1.837 0.044 6.029
H 0.002 -0.116 4.379
H 4.088 0.562 0.717
H 4.822 0.665 -1.136
H 5.419 0.925 -3.489
H 3.688 0.875 -5.245
H 1.271 0.632 -5.859
H -1.076 0.251 -5.122
H -1.533 -0.030 -2.687
H 4.663 0.503 2.866
C 1.581 4.960 1.240
C 0.237 4.686 0.552
C 0.131 5.452 -0.776
C -0.938 5.031 1.480
C 0.170 3.242 0.252
N 0.141 2.117 0.035
H 1.636 6.024 1.467
H 2.420 4.705 0.593
H 1.671 4.406 2.175
H 0.175 6.518 -0.558
H -0.812 5.246 -1.282
H 0.955 5.206 -1.446
H -0.892 6.095 1.707
H -0.882 4.477 2.417
H -1.897 4.824 1.004
C -1.102 -3.168 -1.431
Te 0.753 -2.456 -0.683
C 0.627 -3.955 0.809
C -0.491 -4.864 0.337
C -0.694 -6.085 0.976
C -1.740 -6.905 0.592
C -2.592 -6.513 -0.435
C -2.387 -5.308 -1.083
C -1.332 -4.479 -0.708
H -1.014 -3.291 -2.509
H -1.881 -2.436 -1.223
H 0.430 -3.512 1.785
H 1.594 -4.452 0.841
H -0.031 -6.392 1.775
H -1.890 -7.854 1.089
H -3.410 -7.153 -0.735
H -3.041 -5.012 -1.895
C -5.076 1.528 -0.778
C -3.992 0.661 -0.235
C -4.027 -0.439 0.588
C -2.690 -0.824 0.794
N -1.879 -0.017 0.110
N -2.689 0.878 -0.508
C -2.207 -1.922 1.679
H -6.041 1.057 -0.614
H -4.955 1.695 -1.848
H -5.088 2.499 -0.279
H -4.904 -0.903 1.006
H -2.287 1.646 -1.017
H -2.940 -2.726 1.715
H -2.062 -1.546 2.692
H -1.254 -2.322 1.344
*
```

Computed properties:
LUMO energy (alpha / beta): -6.12 / -7.25 eV
HOMO (alpha / beta): -13.0742 / -13.1494 eV
orbital gap (alpha / beta): 0.255 / 0.217 Eh
⟨S²⟩: 0.76
ΔE to the lowest compared entry with this formula, charge and spin: 0.0 kcal per mole

Record 4
C4H4ClF | ωB97M-V/def2-TZVPD

Structure (ORCA input):
```
! RIJCOSX wB97M-V def2-TZVPD def2/J DEFGRID3
* xyz 0 1
C -0.842 0.522 -0.749
C -0.407 -0.085 0.570
C 1.020 -0.314 0.470
C 2.176 -0.718 0.497
H -0.294 1.435 -0.873
H -0.646 0.449 1.489
H -0.983 -1.013 0.688
H 3.157 -1.075 0.449
F -0.673 -0.309 -1.821
Cl -2.508 1.107 -0.720
*
```

Computed properties:
LUMO energy: 0.89 eV
HOMO: -10.3887 eV
SMILES: C#CC[C@@H](F)Cl
orbital gap: 0.415 Eh
ΔE to the lowest compared entry with this formula, charge and spin: 19.0 kcal per mole